ORCA calculation (ωB97M-V/def2-TZVPD) on a structure of composition CH4AlO2.

XYZ file:
```
8
CH4AlO2 (ωB97M-V/def2-TZVPD)
H -0.379 0.997 -2.484
O -0.006 0.700 -0.966
Al -1.351 -0.221 -1.715
O 0.862 0.206 -0.110
C 0.306 -0.313 1.103
H 1.098 -0.259 1.857
H -0.586 0.253 1.402
H 0.056 -1.364 0.914
```

2S+1: 2
DFT total energy: -11765.440 eV
LUMO level (spin up / spin down): -14.3 / -14.4 eV
gap between HOMO and LUMO (spin up / spin down): 8.0 / 8.0 eV
net charge: +2
⟨S²⟩: 0.7716
energy relative to the best compared isomer or geometry (same formula, charge and spin): 14.0 kcal per mole
highest occupied orbital energy (spin up / spin down): -22.34 / -22.40 eV